# C24H31AuNO3S2

A structure of composition C24H31AuNO3S2 (ωB97M-V with the def2-TZVPD basis set, the OMol25 dataset).

Summary:
Frontier orbital gap (eV): 4.945
F_max (eV/A): 0.4
Spin multiplicity: 1
Charge: +3
E_HOMO (eV): -16.75

Each line ends with the Löwdin charge.
Cartesian coordinates (Å):
Au  1.09471  -0.24062  -0.23056  1.32
O  1.20301  1.31291  1.93018  -0.10
C  2.42895  1.97425  1.64080  -0.15
C  2.64405  2.24521  0.16871  -0.21
C  3.30817  3.38646  -0.24658  0.04
C  3.54447  3.60818  -1.59463  0.03
C  3.08870  2.68250  -2.52292  0.01
C  2.42550  1.56533  -2.06715  -0.08
N  2.23162  1.35133  -0.75262  -0.06
H  0.51176  1.96565  2.09834  0.12
H  3.22382  1.31939  2.00264  0.12
H  2.51047  2.91453  2.18470  0.15
H  3.63277  4.10366  0.49592  0.14
H  4.06571  4.49993  -1.91769  0.14
H  3.23418  2.81890  -3.58501  0.14
H  2.03204  0.82069  -2.74612  0.13
C  -3.88888  2.56774  0.03944  -0.10
C  -2.51568  2.42440  -0.60930  -0.36
S  -1.89936  0.74719  -0.38629  1.04
O  -0.43575  0.87819  -0.99411  -0.61
C  -2.80381  -0.18970  -1.63394  -0.36
C  -2.62592  0.27317  -3.06668  -0.09
H  -4.22801  3.59230  -0.10483  0.10
H  -3.85777  2.36569  1.10892  0.09
H  -4.62974  1.91737  -0.42357  0.08
H  -1.76122  3.05125  -0.13230  0.10
H  -2.52306  2.64330  -1.67560  0.10
H  -3.84188  -0.13287  -1.29302  0.11
H  -2.47366  -1.21770  -1.47800  0.09
H  -3.10294  1.23141  -3.26041  0.08
H  -3.10413  -0.45930  -3.71586  0.10
H  -1.57454  0.33094  -3.34191  0.08
O  -0.25259  -1.68650  0.13961  -0.65
S  -0.30469  -2.65217  1.37456  1.13
C  1.36243  -3.32798  1.46611  -0.23
C  2.45514  -2.31173  1.27617  -0.23
C  3.30441  -2.00578  2.31255  0.02
C  4.44141  -1.22125  2.08385  0.04
C  4.73566  -0.70639  0.82450  -0.03
C  3.89202  -0.98835  -0.22443  -0.03
C  2.69630  -1.75432  -0.03460  -0.18
C  -0.39643  -1.63692  2.86438  -0.26
C  -0.29616  -2.58465  4.02909  -0.32
C  -1.22281  -3.61616  4.17661  -0.05
C  -1.09341  -4.51264  5.22802  -0.03
C  -0.05212  -4.37564  6.13575  -0.03
C  0.86095  -3.33595  6.00035  -0.04
C  0.74492  -2.44528  4.94405  -0.06
H  1.39967  -4.09935  0.69408  0.13
H  1.42362  -3.81278  2.44200  0.12
H  3.13269  -2.43184  3.29237  0.13
H  5.12334  -1.04022  2.90675  0.15
H  5.64373  -0.14194  0.66146  0.14
H  4.15268  -0.67591  -1.22803  0.13
H  2.33122  -2.31683  -0.89387  0.14
H  -1.36379  -1.13484  2.78498  0.12
H  0.40324  -0.89322  2.84052  0.08
H  -2.06156  -3.71437  3.49650  0.12
H  -1.81519  -5.30915  5.34548  0.13
H  0.03665  -5.06778  6.96186  0.13
H  1.65299  -3.21357  6.72642  0.12
H  1.43546  -1.61298  4.86370  0.11